No. 1
One molecule with the formula FH2ISi at a distorted geometry. Source: the Open Molecules 2025 dataset; level of theory: ωB97M-V with the def2-TZVPD basis set.

## Properties
- LUMO level: -1.01 eV
- Energy relative to the best compared isomer or geometry (same formula, charge and spin): 32.0 kcal/mol
- Orbital gap: 8.246 eV
- SMILES: F[SiH2]I

```
! RIJCOSX wB97M-V def2-TZVPD def2/J DEFGRID3
* xyz 0 1
F -0.85 -1.58 0.06
Si -0.39 -0.05 0.12
I 2.61 0.43 -0.07
H -0.73 0.85 1.08
H -0.65 0.35 -1.19
*
```



No. 2
An isolated ion of composition C4H12N3 and charge +1 at a distorted geometry. Source: the Open Molecules 2025 dataset; level of theory: ωB97M-V with the def2-TZVPD basis set.

## Properties
- LUMO level: -3.43 eV
- Energy relative to the best compared isomer or geometry (same formula, charge and spin): 70.5 kcal/mol
- Orbital gap: 9.269 eV
- SMILES: N/C=C(\[NH3+])CCN

```
! RIJCOSX wB97M-V def2-TZVPD def2/J DEFGRID3
* xyz 1 1
C 0.48 1.56 0.60
C -0.42 0.38 0.94
C -0.52 -0.61 -0.15
C -0.02 -1.84 -0.12
N 0.16 -2.47 -1.39
N -0.74 -0.08 -1.54
N 0.80 2.30 1.81
H 1.37 1.22 0.08
H -0.11 2.18 -0.15
H -0.08 -0.06 1.85
H -1.56 0.56 1.30
H -0.14 -2.47 0.77
H -0.18 -3.46 -1.18
H 1.14 -2.53 -1.58
H -1.78 -0.13 -1.69
H -0.53 0.97 -1.42
H -0.22 -0.50 -2.34
H 1.12 3.23 1.66
H 1.24 1.76 2.56
*
```



No. 3
One molecule with the formula C2H2F2S at a distorted geometry. Source: the Open Molecules 2025 dataset; level of theory: ωB97M-V with the def2-TZVPD basis set.

## Properties
- LUMO level (spin up / spin down): 0.77 / -3.18 eV
- Energy relative to the best compared isomer or geometry (same formula, charge and spin): 13.9 kcal/mol
- Orbital gap (spin up / spin down): 5.886 / 7.804 eV

```
! RIJCOSX wB97M-V def2-TZVPD def2/J DEFGRID3
* xyz 0 3
C -0.34 0.22 0.69
C 0.22 -0.28 -0.57
F 1.34 -1.07 -0.50
F -0.51 -0.71 -1.57
S 0.51 1.49 -0.30
H -1.45 0.55 0.74
H 0.23 -0.21 1.50
*
```



No. 4
C58H45N2OP2PdS2 as an isolated structure at a distorted geometry. Source: the Open Molecules 2025 dataset; level of theory: ωB97M-V with the def2-TZVPD basis set.

## Properties
- LUMO level: -2.59 eV
- Orbital gap: 6.947 eV

```
! RIJCOSX wB97M-V def2-TZVPD def2/J DEFGRID3
* xyz 1 1
Pd -0.32 0.26 -0.56
O -1.60 1.02 2.51
S -0.50 0.27 1.82
C -0.38 -1.19 2.84
C 0.08 -1.06 4.18
C -0.10 -2.07 5.13
C -0.80 -3.18 4.71
C -1.23 -4.33 5.56
C -2.09 -5.20 4.61
C -2.05 -4.46 3.31
C -2.71 -4.81 2.15
C -2.56 -3.93 1.08
C -1.79 -2.74 1.15
P -1.64 -1.76 -0.42
C -3.31 -1.46 -1.03
C -4.40 -1.29 -0.16
C -5.67 -0.97 -0.64
C -5.88 -0.79 -2.01
C -4.81 -0.92 -2.89
C -3.54 -1.24 -2.40
C -0.88 -3.01 -1.50
C -1.59 -3.92 -2.29
C -0.93 -4.87 -3.08
C 0.46 -4.93 -3.08
C 1.19 -4.04 -2.30
C 0.53 -3.09 -1.52
C -1.12 -2.38 2.41
C -1.29 -3.31 3.42
C 0.90 1.35 1.96
C 2.08 0.98 2.63
C 3.06 1.93 2.96
C 2.81 3.23 2.56
C 3.64 4.43 2.85
C 2.89 5.58 2.13
C 1.72 4.92 1.50
C 0.75 5.51 0.72
C -0.24 4.66 0.21
C -0.29 3.27 0.51
P -1.62 2.24 -0.40
C -1.09 2.35 -2.15
C 0.23 2.63 -2.52
C 0.61 2.67 -3.87
C -0.32 2.41 -4.87
C -1.63 2.09 -4.52
C -2.00 2.05 -3.17
C -3.08 3.34 -0.25
C -3.85 3.21 0.92
C -4.98 4.01 1.13
C -5.35 4.96 0.17
C -4.60 5.10 -0.99
C -3.47 4.29 -1.19
C 0.72 2.68 1.40
C 1.70 3.57 1.80
H 0.49 -0.12 4.52
H 0.23 -1.95 6.15
H -1.83 -3.98 6.41
H -0.36 -4.88 5.93
H -3.12 -5.29 4.97
H -1.66 -6.20 4.49
H -3.31 -5.70 2.08
H -3.08 -4.20 0.15
H -4.27 -1.38 0.92
H -6.50 -0.84 0.05
H -6.86 -0.53 -2.38
H -4.95 -0.76 -3.95
H -2.71 -1.29 -3.11
H -2.68 -3.92 -2.30
H -1.51 -5.57 -3.68
H 0.97 -5.67 -3.69
H 2.27 -4.08 -2.30
H 1.12 -2.41 -0.92
H 2.24 -0.04 2.96
H 3.95 1.66 3.52
H 4.65 4.30 2.45
H 3.70 4.61 3.93
H 3.53 6.05 1.37
H 2.56 6.34 2.85
H 0.77 6.57 0.49
H -0.98 5.11 -0.45
H 1.00 2.82 -1.78
H 1.64 2.90 -4.13
H -0.03 2.44 -5.91
H -2.36 1.87 -5.29
H -3.03 1.79 -2.92
H -3.59 2.49 1.68
H -5.56 3.90 2.04
H -6.22 5.58 0.34
H -4.88 5.83 -1.73
H -2.90 4.45 -2.10
S 6.25 0.08 -0.63
C 4.47 0.14 -0.60
C 3.75 -0.45 0.43
C 2.37 -0.37 0.41
N 1.68 0.26 -0.56
C 2.39 0.83 -1.55
C 3.77 0.81 -1.61
C 6.50 -1.44 -1.53
C 6.61 -2.65 -0.85
C 6.81 -3.80 -1.60
N 6.91 -3.81 -2.95
C 6.80 -2.62 -3.57
C 6.60 -1.42 -2.92
H 4.25 -0.97 1.25
H 1.77 -0.82 1.19
H 1.81 1.34 -2.31
H 4.29 1.29 -2.43
H 6.55 -2.71 0.23
H 6.90 -4.77 -1.12
H 6.89 -2.66 -4.66
H 6.53 -0.50 -3.48
H -0.32 0.26 -2.25
*
```